Entry 1:
7 unconnected molecules or ions with the total composition C28H50O10 at a distorted geometry. Source: OMol25; level of theory: ωB97M-V with the def2-TZVPD basis set.

2S+1   2
LUMO energy (spin up / spin down)   2.320 / 2.273 eV
HOMO energy (spin up / spin down)   0.713 / -7.188 eV
Charge   -1

```
88
Properties=species:S:1:pos:R:3:lowdin_charge:R:1
C -5.9612 -2.3508 -1.1539 -0.199
C -4.5595 -2.9818 -1.0089 -0.141
C -4.6198 -3.6755 0.3908 -0.233
O -5.8517 -3.2963 0.9346 -0.161
C -6.5507 -2.3283 0.1638 -0.259
H -6.6390 -2.8838 -1.8207 0.109
H -5.8448 -1.3316 -1.5224 0.106
H -3.7032 -2.3117 -1.0846 0.084
H -4.2552 -3.7410 -1.7294 0.092
H -3.7896 -3.3606 1.0231 0.095
H -4.6440 -4.7567 0.2549 0.098
H -6.5572 -1.3224 0.5835 0.097
H -7.6124 -2.5721 0.1248 0.114
C -0.8551 0.2338 -1.1673 -0.158
C 0.0069 0.0447 0.0316 -0.193
C 0.4926 -1.3446 -0.0390 -0.205
O 0.6037 -1.4992 -1.4641 -0.196
C -0.5639 -0.9813 -2.1191 -0.168
H -0.5375 1.1226 -1.7126 0.100
H -1.9067 0.3874 -0.9253 0.102
H -0.5566 0.3474 0.9142 0.111
H 0.8987 0.6461 -0.1449 0.101
H -0.1852 -2.0247 0.4769 0.108
H 1.5241 -1.5571 0.2418 0.118
H -1.4162 -1.6583 -2.1748 0.094
H -0.2761 -0.6689 -3.1229 0.104
C 0.7534 6.4530 -1.2392 -0.140
C 1.5778 5.4601 -0.4003 -0.166
C 0.9460 4.1018 -0.6341 -0.270
O -0.3185 4.3895 -0.9858 -0.149
C -0.6391 5.7824 -1.0454 -0.170
H 1.0904 6.6160 -2.2629 0.103
H 0.6417 7.4575 -0.8309 0.097
H 1.6475 5.7838 0.6382 0.113
H 2.6156 5.2839 -0.6831 0.093
H 0.9212 3.4923 0.2693 0.127
H 1.4828 3.5918 -1.4340 0.110
H -1.0469 5.9565 -0.0496 0.114
H -1.4231 6.0295 -1.7612 0.113
C 5.3767 1.3255 -0.9519 -0.148
C 5.9653 2.3459 0.1321 -0.127
C 4.7707 3.3070 0.2980 -0.186
O 3.8131 2.9106 -0.6951 -0.193
C 3.8619 1.5265 -1.0052 -0.193
H 5.5644 0.2823 -0.6980 0.097
H 5.8612 1.6340 -1.8783 0.099
H 6.7852 2.8428 -0.3866 0.091
H 6.3137 1.9124 1.0696 0.101
H 5.1522 4.2964 0.0458 0.110
H 4.2692 3.3027 1.2658 0.116
H 3.3367 1.3161 -1.9368 0.116
H 3.3526 0.9979 -0.1994 0.109
O -2.7497 0.1502 2.6880 0.052
C -3.4817 -0.8085 2.9902 -0.529
O -3.0574 -1.9940 3.2663 -0.017
C -3.9190 -2.8332 4.0885 -0.208
C -5.2676 -2.1314 3.9472 -0.167
C -4.9578 -0.7807 3.2054 -0.091
H -3.6391 -2.8372 5.1420 0.084
H -3.8737 -3.8649 3.7398 0.087
H -5.7861 -1.9253 4.8835 0.093
H -5.9441 -2.6679 3.2820 0.087
H -5.2505 -0.0398 3.9494 0.109
H -5.4846 -0.4654 2.3047 0.101
O 3.0851 -2.4389 -7.2735 0.102
C 3.2953 -2.3210 -6.0862 -0.442
O 4.4597 -2.6583 -5.4604 0.027
C 4.4314 -2.3064 -4.1216 -0.208
C 2.9688 -2.0716 -3.7137 -0.157
C 2.4474 -1.6013 -5.0337 -0.101
H 5.1106 -1.4734 -3.9405 0.124
H 4.7612 -3.1156 -3.4701 0.120
H 2.9910 -1.2131 -3.0425 0.105
H 2.4634 -2.9754 -3.3735 0.125
H 2.4476 -0.5170 -5.1448 0.133
H 1.4689 -2.0611 -5.1730 0.123
O 2.2736 1.4431 2.7019 0.095
C 1.8411 0.4010 3.1199 -0.506
O 2.5430 -0.7221 3.0261 0.018
C 1.9239 -1.8790 3.4965 -0.195
C 0.4673 -1.4055 3.8490 -0.171
C 0.5767 0.0727 3.8384 -0.112
H 2.4291 -2.3553 4.3368 0.111
H 1.7385 -2.6291 2.7277 0.096
H 0.2420 -1.7059 4.8723 0.088
H -0.3501 -1.8437 3.2765 0.092
H 0.8016 0.3749 4.8612 0.126
H -0.3176 0.6666 3.6492 0.119
```

***

Entry 2:
A molecular structure, C49H65N4P3RuS2Si. Source: OMol25; level of theory: ωB97M-V with the def2-TZVPD basis set.

2S+1   6
LUMO energy (spin up / spin down)   2.035 / 2.027 eV
HOMO energy (spin up / spin down)   -1.063 / -3.918 eV
Charge   -1
Relative energy (zero: lowest compared OMol25 entry of this formula, charge and spin)   0.00 kJ/mol

```
125
Properties=species:S:1:pos:R:3:lowdin_charge:R:1
Ru -0.7857 -0.0442 0.4568 0.788
C -3.0493 4.4642 -0.7645 -0.121
C -2.4392 3.3721 0.1206 -0.517
C -3.5743 2.6240 0.8269 -0.134
P -1.2153 2.1470 -0.6080 0.988
C -1.6646 1.8922 -2.3875 -0.522
C -3.1111 1.4108 -2.5032 -0.116
C -1.3365 3.0348 -3.3425 -0.095
C 0.3674 3.0991 -0.6444 -0.383
C 0.4364 4.4906 -0.6568 -0.108
C 1.6551 5.1474 -0.5411 -0.100
C 2.8245 4.4098 -0.4305 -0.101
C 2.7640 3.0222 -0.4456 -0.117
C 1.5494 2.3394 -0.5444 -0.330
Si 1.3872 0.4327 -0.5449 0.547
C 3.1408 -0.2014 -0.0356 -0.280
C 3.9271 -0.8412 -1.0059 -0.095
C 5.1640 -1.3913 -0.7064 -0.088
C 5.6621 -1.3138 0.5873 -0.100
C 4.9075 -0.6850 1.5641 -0.119
C 3.6590 -0.1331 1.2699 -0.402
P 2.6404 0.6346 2.5977 1.085
C 3.9621 1.5580 3.5450 -0.575
C 3.4048 2.1471 4.8411 -0.134
C 4.5295 2.6684 2.6638 -0.131
C 2.3713 -0.8433 3.7131 -0.539
C 1.9887 -2.0792 2.8977 -0.125
C 1.2577 -0.5669 4.7269 -0.123
C 1.2607 0.0423 -2.3789 -0.342
C 1.9929 0.8345 -3.2539 -0.165
C 2.2193 0.5227 -4.5997 -0.135
C 1.7639 -0.7376 -5.0686 -0.145
C 1.0053 -1.5370 -4.2646 -0.173
C 0.6112 -1.1431 -2.9336 -0.357
P -0.6166 -2.1473 -2.1961 0.966
C -1.8752 -2.5909 -3.5181 -0.456
C -1.7834 -3.9342 -4.2362 -0.115
C -2.0754 -1.4536 -4.5218 -0.097
C 0.2379 -3.7237 -1.6356 -0.463
C 1.0767 -4.4562 -2.6866 -0.114
C 1.1871 -3.3471 -0.4904 -0.135
H -3.6660 5.1248 -0.1465 0.075
H -3.7006 4.0413 -1.5296 0.059
H -2.3135 5.0822 -1.2739 0.047
H -1.8303 3.8589 0.8904 0.080
H -4.2546 2.1678 0.1034 0.067
H -4.1568 3.3182 1.4406 0.077
H -3.1960 1.8299 1.4695 0.032
H -1.0158 1.0500 -2.6498 0.063
H -3.8308 2.1528 -2.1521 0.049
H -3.2560 0.4889 -1.9366 0.052
H -3.3480 1.2058 -3.5503 0.071
H -1.9465 3.9222 -3.1623 0.057
H -1.5204 2.7066 -4.3696 0.078
H -0.2851 3.3151 -3.2727 0.069
H -0.4623 5.0857 -0.7277 0.078
H 1.6860 6.2309 -0.5340 0.092
H 3.7808 4.9124 -0.3354 0.096
H 3.6827 2.4487 -0.3750 0.095
H 3.5498 -0.9048 -2.0209 0.095
H 5.7393 -1.8797 -1.4847 0.096
H 6.6260 -1.7432 0.8351 0.092
H 5.2959 -0.6428 2.5759 0.090
H 4.7701 0.8679 3.8073 0.085
H 2.4723 2.6909 4.6582 0.061
H 4.1213 2.8500 5.2761 0.071
H 3.2015 1.3789 5.5865 0.058
H 3.7434 3.3678 2.3656 0.061
H 4.9765 2.2703 1.7521 0.064
H 5.2951 3.2318 3.2054 0.073
H 3.3137 -1.0367 4.2425 0.102
H 1.1275 -1.8541 2.2630 0.034
H 1.7023 -2.8969 3.5661 0.080
H 2.7989 -2.4226 2.2553 0.068
H 0.2996 -0.5514 4.2094 0.044
H 1.3655 0.3832 5.2500 0.049
H 1.2205 -1.3648 5.4747 0.079
H 2.4598 1.7353 -2.8629 0.088
H 2.8036 1.1798 -5.2308 0.066
H 2.0168 -1.0770 -6.0681 0.083
H 0.6706 -2.4894 -4.6639 0.076
H -2.7896 -2.6251 -2.9252 0.075
H -0.9398 -3.9772 -4.9269 0.062
H -2.6933 -4.0821 -4.8260 0.076
H -1.7024 -4.7734 -3.5430 0.062
H -1.3089 -1.4481 -5.2951 0.067
H -2.0450 -0.4845 -4.0289 0.047
H -3.0526 -1.5665 -5.0020 0.080
H -0.5399 -4.3995 -1.2593 0.088
H 1.8282 -3.7788 -3.0941 0.068
H 0.4997 -4.8655 -3.5112 0.045
H 1.6064 -5.2856 -2.2068 0.076
H 2.1188 -2.9529 -0.9016 0.070
H 1.4282 -4.2236 0.1170 0.084
H 0.7885 -2.5664 0.1583 0.003
N -1.3800 -3.4842 1.7285 0.122
C -1.9666 -2.5437 2.5178 -0.695
N -1.6113 -1.2893 2.5220 0.035
C -2.3236 -0.5823 3.4700 -0.357
C -3.2465 -1.2907 4.1603 -0.354
S -3.2165 -2.9375 3.6522 1.038
C -1.9446 0.8182 3.6774 -0.379
C -2.3401 1.6364 4.6798 -0.361
S -1.4882 3.1365 4.5718 1.013
C -0.6591 2.5357 3.1623 -0.717
N -1.0142 1.3376 2.8056 0.042
N 0.2386 3.2877 2.4823 0.120
H -0.9635 -3.0349 0.9094 0.042
H -1.9986 -4.2326 1.4529 0.088
H -3.9121 -0.9497 4.9348 0.068
H -3.0274 1.4351 5.4834 0.067
H 0.6675 4.0656 2.9525 0.096
H 0.8512 2.7594 1.8658 0.043
C -1.5452 -1.4679 -0.8751 -0.426
C -2.8414 -2.0443 -0.5569 -0.380
C -3.2506 -3.3825 -0.8145 -0.115
C -4.4707 -3.8914 -0.3949 -0.118
C -5.3788 -3.1050 0.3031 -0.139
C -5.0268 -1.7804 0.5551 -0.118
C -3.8121 -1.2725 0.1377 -0.103
H -2.5786 -4.0566 -1.3335 0.078
H -4.7113 -4.9259 -0.6190 0.093
H -6.3286 -3.5059 0.6333 0.082
H -5.7119 -1.1288 1.0878 0.096
H -3.5709 -0.2354 0.3474 0.059
```

***

Entry 3:
2 unconnected molecules or ions with the total composition C4H9NO at a distorted geometry. Source: OMol25; level of theory: ωB97M-V with the def2-TZVPD basis set.

2S+1   1
LUMO energy   0.918 eV
Structure (SMILES)   C=C/C=C/N.O
HOMO energy   -8.239 eV
Relative energy (zero: lowest compared OMol25 entry of this formula, charge and spin)   292.03 kJ/mol

```
15
Properties=species:S:1:pos:R:3:nbo_charge:R:1
C -2.0915 1.0598 -0.6919 -0.370
C -2.1068 -0.0696 0.0277 -0.186
C -1.0056 -0.9327 -0.0278 -0.361
C 0.0926 -0.7785 0.6928 0.026
N 1.4015 -1.2317 0.4917 -0.818
H -3.0451 1.4992 -0.8915 0.186
H -1.2352 1.5738 -1.1475 0.194
H -2.9092 -0.3500 0.5259 0.189
H -1.0694 -1.6833 -0.8179 0.202
H 0.0366 -0.1020 1.6064 0.182
H 1.9241 -1.2649 1.3304 0.381
H 1.5132 -2.0213 -0.1546 0.376
O 3.0387 1.6279 -0.0741 -0.963
H 2.0388 1.7500 -0.2328 0.484
H 3.4171 0.9232 -0.6369 0.479
```

***

Q: Among the records above, which one has the lowest 2S+1?
A: C4H9NO

***

Q: 2S+1 of number 1 (C28H50O10)?
A: 2

***

Q: Which of these has the lowest 2S+1?
A: C4H9NO

***

What did the third record say?
2 unconnected molecules or ions with the total composition C4H9NO at a distorted geometry. Source: OMol25; level of theory: ωB97M-V with the def2-TZVPD basis set.

2S+1   1
LUMO energy   0.918 eV
Structure (SMILES)   C=C/C=C/N.O
HOMO energy   -8.239 eV
Relative energy (zero: lowest compared OMol25 entry of this formula, charge and spin)   292.03 kJ/mol

```
15
Properties=species:S:1:pos:R:3:nbo_charge:R:1
C -2.0915 1.0598 -0.6919 -0.370
C -2.1068 -0.0696 0.0277 -0.186
C -1.0056 -0.9327 -0.0278 -0.361
C 0.0926 -0.7785 0.6928 0.026
N 1.4015 -1.2317 0.4917 -0.818
H -3.0451 1.4992 -0.8915 0.186
H -1.2352 1.5738 -1.1475 0.194
H -2.9092 -0.3500 0.5259 0.189
H -1.0694 -1.6833 -0.8179 0.202
H 0.0366 -0.1020 1.6064 0.182
H 1.9241 -1.2649 1.3304 0.381
H 1.5132 -2.0213 -0.1546 0.376
O 3.0387 1.6279 -0.0741 -0.963
H 2.0388 1.7500 -0.2328 0.484
H 3.4171 0.9232 -0.6369 0.479
```